1 | Formula: C4H6OS3
Source: the Open Molecules 2025 dataset
Level of theory: ωB97M-V/def2-TZVPD

The value obtained for the lowest unoccupied orbital energy is -0.717 eV. The calculation puts the highest occupied orbital energy at -8.80 eV. The orbital gap comes out at 8.085 eV.

Positions of all 14 atoms, in Å:
C (-0.35, 0.91, 1.18)
C (-1.47, 1.16, 0.06)
C (0.22, -0.98, -0.46)
C (0.26, -0.43, 1.03)
H (2.51, 1.39, 0.96)
H (-0.93, 1.10, 2.17)
H (-2.65, 1.04, 0.64)
H (-1.61, 2.24, -0.43)
H (1.37, -0.31, 1.49)
H (-1.16, -2.47, 1.02)
O (-0.67, -1.35, 1.63)
S (0.80, 2.17, 0.80)
S (-1.12, -0.12, -1.23)
S (1.32, -1.81, -1.42)

2 | Formula: C4H6OS3
Source: the Open Molecules 2025 dataset
Level of theory: ωB97M-V/def2-TZVPD

The value obtained for the lowest unoccupied orbital energy is -0.322 eV. The calculation puts the highest occupied orbital energy at -8.84 eV. The orbital gap comes out at 8.520 eV.

Positions of all 14 atoms, in Å:
C (1.04, 0.20, -0.81)
C (1.08, 1.79, -0.93)
C (-0.43, 0.48, -0.35)
C (-0.80, -0.30, 0.88)
H (1.24, -1.98, -1.64)
H (1.69, -0.06, 0.05)
H (1.93, 2.20, -0.42)
H (0.98, 2.29, -1.90)
H (-1.06, 0.24, -1.21)
H (-1.08, 1.79, 1.60)
O (-0.16, 1.87, -0.16)
S (1.27, -0.78, -2.34)
S (-1.08, 0.65, 2.27)
S (-0.67, -1.90, 0.82)

The least stable of them is 1.

1 | Formula: C2H2N2O4
Source: the Open Molecules 2025 dataset
Level of theory: ωB97M-V/def2-TZVPD

The value obtained for the lowest unoccupied orbital energy is -0.262 eV. The calculation puts the highest occupied orbital energy at -10.08 eV. The orbital gap comes out at 9.814 eV.

Positions of all 10 atoms, in Å:
C (-0.37, -0.75, -0.02)
C (1.76, -0.03, -0.19)
H (-1.61, -2.35, 0.23)
H (-1.34, 2.49, 0.31)
N (0.85, -1.09, -0.22)
N (-0.25, 0.66, 0.33)
O (-1.57, -1.34, -0.05)
O (2.96, -0.16, -0.02)
O (0.99, 1.16, -0.03)
O (-1.43, 1.41, -0.34)

2 | Formula: C2H2N2O4
Source: the Open Molecules 2025 dataset
Level of theory: ωB97M-V/def2-TZVPD

The value obtained for the lowest unoccupied orbital energy is -0.597 eV. The calculation puts the highest occupied orbital energy at -9.68 eV. The orbital gap comes out at 9.087 eV.

Positions of all 10 atoms, in Å:
C (-0.67, -0.43, -0.05)
C (1.46, -0.20, 0.06)
H (-2.39, -1.22, 0.41)
H (-0.45, 2.56, 0.32)
N (-0.19, -1.58, -0.31)
N (0.28, 0.63, 0.28)
O (-1.95, -0.12, -0.10)
O (1.11, -1.57, -0.11)
O (2.62, 0.10, -0.10)
O (0.19, 1.85, -0.40)

3 | Formula: C2H2N2O4
Source: the Open Molecules 2025 dataset
Level of theory: ωB97M-V/def2-TZVPD

The value obtained for the lowest unoccupied orbital energy is 0.026 eV. The calculation puts the highest occupied orbital energy at -9.65 eV. The orbital gap comes out at 9.678 eV.

Positions of all 10 atoms, in Å:
C (0.47, 0.04, -0.44)
C (-0.82, -0.18, 0.45)
H (-1.32, -0.75, -1.95)
H (1.63, 0.89, 2.23)
N (0.42, 0.04, -1.66)
N (1.04, 0.26, 1.51)
O (-0.48, -0.66, -2.34)
O (1.37, 0.51, 0.27)
O (-0.41, 0.61, 1.53)
O (-1.89, -0.77, 0.41)

The least stable of them is 3.

1 | Formula: C3H7IO2
Source: the Open Molecules 2025 dataset
Level of theory: ωB97M-V/def2-TZVPD

The value obtained for the lowest unoccupied orbital energy (spin up / spin down) is 0.055 / 0.057 eV. The calculation puts the highest occupied orbital energy (spin up / spin down) at -8.00 / -8.00 eV. The orbital gap (spin up / spin down) comes out at 8.052 / 8.052 eV.

Positions of all 13 atoms, in Å:
C (0.92, 1.56, -0.26)
C (1.17, 0.11, -0.29)
C (-0.98, -0.78, 0.04)
O (-0.83, -1.47, 1.15)
O (-1.20, -1.67, -0.89)
I (-2.66, 0.60, 0.08)
H (1.78, 2.18, 0.09)
H (0.04, 1.78, 0.38)
H (0.77, 1.99, -1.37)
H (1.60, -0.50, -1.04)
H (1.58, -0.26, 0.68)
H (-0.74, -1.04, 2.00)
H (-1.46, -2.50, -0.56)

2 | Formula: C3H7IO2
Source: the Open Molecules 2025 dataset
Level of theory: ωB97M-V/def2-TZVPD

The value obtained for the lowest unoccupied orbital energy is 0.698 eV. The calculation puts the highest occupied orbital energy at -9.66 eV. The orbital gap comes out at 10.360 eV.

Positions of all 13 atoms, in Å:
C (2.02, 0.00, -0.03)
C (0.74, -0.58, 0.49)
C (-0.44, 0.26, -0.15)
O (-1.08, -0.19, -1.07)
O (-0.80, 1.41, 0.51)
I (-4.06, -0.24, 0.28)
H (2.70, -0.89, -0.51)
H (2.66, 0.55, 0.64)
H (1.81, 0.63, -0.94)
H (0.56, -1.58, 0.23)
H (0.59, -0.30, 1.53)
H (-3.39, -0.99, -0.88)
H (-1.32, 1.93, -0.10)

The least stable of them is 1.

1 | Formula: CH4O2
Source: the Open Molecules 2025 dataset
Level of theory: ωB97M-V/def2-TZVPD

The value obtained for the lowest unoccupied orbital energy is 0.444 eV. The calculation puts the highest occupied orbital energy at -10.01 eV. The orbital gap comes out at 10.456 eV.

Positions of all 7 atoms, in Å:
O (-0.05, 1.21, 0.30)
C (0.00, 0.00, 0.00)
H (-0.93, -0.61, -0.10)
H (0.97, -0.51, -0.23)
O (-0.39, -2.57, -0.80)
H (-0.02, -2.94, 0.03)
H (-1.37, -2.54, -0.64)

2 | Formula: CH4O2
Source: the Open Molecules 2025 dataset
Level of theory: ωB97M-V/def2-TZVPD

The value obtained for the lowest unoccupied orbital energy is 0.389 eV. The calculation puts the highest occupied orbital energy at -10.09 eV. The orbital gap comes out at 10.477 eV.

Positions of all 7 atoms, in Å:
O (2.24, -2.23, -0.24)
C (1.78, -1.21, -0.88)
H (1.98, -0.14, -0.59)
H (1.12, -1.76, -1.57)
H (-1.99, 1.67, 0.36)
H (-2.97, 2.06, 1.60)
O (-2.16, 1.61, 1.32)

The least stable of them is 2.

1 | Formula: C6H8O2
Source: the Open Molecules 2025 dataset
Level of theory: ωB97M-V/def2-TZVPD

The value obtained for the lowest unoccupied orbital energy is 0.710 eV. The calculation puts the highest occupied orbital energy at -8.83 eV. The orbital gap comes out at 9.543 eV.

Positions of all 16 atoms, in Å:
C (1.19, 1.15, -0.29)
C (0.36, 0.87, 0.72)
C (-0.40, -0.55, 0.19)
C (-0.03, -0.62, -1.07)
C (0.25, 1.35, 2.03)
C (-0.42, -1.58, -2.12)
O (0.95, 0.33, -1.37)
O (-1.27, -1.21, 1.02)
H (1.95, 1.93, -0.37)
H (-0.67, 1.77, 2.37)
H (0.55, 0.72, 2.90)
H (0.94, 2.21, 2.30)
H (-0.71, -2.65, -1.95)
H (-1.10, -1.16, -2.83)
H (0.43, -1.95, -2.77)
H (-2.02, -0.60, 1.25)

2 | Formula: C6H8O2
Source: the Open Molecules 2025 dataset
Level of theory: ωB97M-V/def2-TZVPD

The value obtained for the lowest unoccupied orbital energy is 0.201 eV. The calculation puts the highest occupied orbital energy at -9.00 eV. The orbital gap comes out at 9.197 eV.

Positions of all 16 atoms, in Å:
C (0.47, -1.85, 0.82)
C (0.59, 1.57, -1.16)
C (-1.89, -0.06, 0.24)
C (0.46, -0.87, -0.33)
C (-1.07, 0.89, 0.63)
C (0.32, 0.79, 0.12)
O (-2.68, -0.92, 0.14)
O (0.78, -1.18, -1.45)
H (-1.40, 1.70, 1.26)
H (1.05, 1.03, 0.89)
H (-0.30, -2.60, 0.65)
H (0.30, -1.39, 1.78)
H (1.43, -2.37, 0.82)
H (-0.10, 1.26, -1.95)
H (1.60, 1.38, -1.51)
H (0.46, 2.63, -0.97)

3 | Formula: C6H8O2
Source: the Open Molecules 2025 dataset
Level of theory: ωB97M-V/def2-TZVPD

The value obtained for the lowest unoccupied orbital energy (spin up / spin down) is -1.515 / -1.265 eV. The calculation puts the highest occupied orbital energy (spin up / spin down) at -8.10 / -8.40 eV. The orbital gap (spin up / spin down) comes out at 6.584 / 7.135 eV.

Positions of all 16 atoms, in Å:
C (-0.44, -1.15, 1.36)
C (-0.90, 0.76, -1.06)
C (0.64, 0.83, -0.35)
C (-1.08, -0.61, -1.07)
C (-0.12, -1.10, -0.11)
C (1.00, 1.44, 0.81)
O (1.59, 0.85, -1.36)
O (-1.35, 1.75, -1.60)
H (1.17, 0.55, -2.18)
H (-1.68, -1.20, -1.75)
H (0.54, -1.92, -0.41)
H (1.97, 1.91, 0.91)
H (0.32, 1.46, 1.65)
H (0.45, -1.19, 1.98)
H (-1.02, -2.07, 1.52)
H (-1.08, -0.32, 1.66)

The least stable of them is 3.

1 | Formula: C6H8O2
Source: the Open Molecules 2025 dataset
Level of theory: ωB97M-V/def2-TZVPD

The value obtained for the lowest unoccupied orbital energy is 0.532 eV. The calculation puts the highest occupied orbital energy at -7.87 eV. The orbital gap comes out at 8.406 eV.

Positions of all 16 atoms, in Å:
C (0.59, 1.01, 0.93)
C (-1.27, 1.33, -0.71)
C (-0.28, -0.97, -0.20)
C (-0.28, 0.48, 0.05)
C (0.79, -1.70, -0.04)
C (1.87, -2.41, 0.07)
O (0.72, 2.31, 1.25)
O (-1.46, -1.55, -0.62)
H (0.09, 2.84, 0.75)
H (-2.18, -0.94, -0.47)
H (1.29, 0.39, 1.46)
H (-0.83, 2.28, -1.00)
H (-2.17, 1.53, -0.11)
H (-1.57, 0.82, -1.63)
H (2.16, -2.86, 1.01)
H (2.54, -2.58, -0.76)

2 | Formula: C6H8O2
Source: the Open Molecules 2025 dataset
Level of theory: ωB97M-V/def2-TZVPD

The value obtained for the lowest unoccupied orbital energy is 0.780 eV. The calculation puts the highest occupied orbital energy at -8.58 eV. The orbital gap comes out at 9.363 eV.

Positions of all 16 atoms, in Å:
C (0.64, 0.71, -0.03)
C (1.47, -0.50, -0.38)
C (0.16, 0.00, -1.24)
C (-0.92, -1.21, 0.42)
C (-1.78, -0.08, 0.88)
C (-0.32, 0.22, 1.10)
H (2.10, 1.71, 0.59)
H (0.99, -1.46, 0.36)
H (2.63, -0.54, -1.03)
H (0.21, 0.08, -2.55)
H (-0.75, -2.34, 1.01)
H (-2.16, -0.26, 1.95)
H (-2.67, 0.64, 0.24)
H (0.15, 0.26, 2.06)
O (1.17, 2.10, 0.12)
O (-0.67, -1.22, -1.01)

3 | Formula: C6H8O2
Source: the Open Molecules 2025 dataset
Level of theory: ωB97M-V/def2-TZVPD

The value obtained for the lowest unoccupied orbital energy is 0.792 eV. The calculation puts the highest occupied orbital energy at -8.51 eV. The orbital gap comes out at 9.300 eV.

Positions of all 16 atoms, in Å:
C (-0.97, -0.10, -0.04)
C (0.19, -0.65, -0.82)
C (1.08, 0.00, 0.21)
C (-0.09, -0.58, 1.18)
C (0.66, 1.47, 0.06)
C (-0.75, 1.29, -0.18)
H (-2.87, -0.39, 0.49)
H (0.64, -0.24, -1.77)
H (0.05, -1.77, -0.83)
H (2.89, -0.49, -0.70)
H (-0.21, -1.69, 0.92)
H (-0.30, 0.02, 2.03)
H (1.19, 2.32, -0.10)
H (-1.55, 2.06, -0.10)
O (-2.28, -0.65, -0.29)
O (2.32, -0.61, -0.05)

4 | Formula: C6H8O2
Source: the Open Molecules 2025 dataset
Level of theory: ωB97M-V/def2-TZVPD

The value obtained for the lowest unoccupied orbital energy is 1.015 eV. The calculation puts the highest occupied orbital energy at -9.14 eV. The orbital gap comes out at 10.157 eV.

Positions of all 16 atoms, in Å:
C (-0.84, 2.07, 1.24)
C (-0.12, 1.14, 0.68)
C (-0.08, -0.32, -1.58)
C (0.52, -1.59, -0.79)
C (0.00, -1.16, 0.55)
C (0.70, -0.05, 1.06)
H (-1.49, 2.94, 0.78)
H (-0.61, 2.19, 2.28)
H (-1.13, -0.49, -2.01)
H (0.54, 0.09, -2.46)
H (1.62, -1.46, -1.10)
H (0.15, -2.64, -0.89)
H (-1.14, -0.87, 0.20)
H (1.68, 0.26, 0.87)
O (-0.14, 0.96, -0.75)
O (0.34, -1.07, 1.91)

The least stable of them is 2.